{"formula": "C93H102F12O7", "method": "the ωB97M-V functional and the def2-TZVPD basis", "homo_energy_ev": -8.99, "molar_mass_g_mol": 1559.8, "largest_force_ev_per_a": 3.90, "e_above_lowest_kcal_mol": 0.00, "e_tot_ev": -145035.583, "gap_ev": 9.44, "elements": ["F", "F", "F", "F", "F", "F", "F", "F", "F", "F", "F", "F", "O", "O", "O", "O", "O", "O", "O", "C", "C", "C", "C", "C", "C", "C", "C", "C", "C", "C", "C", "C", "C", "C", "C", "C", "C", "C", "C", "C", "C", "C", "C", "C", "C", "C", "C", "C", "C", "C", "C", "C", "C", "C", "C", "C", "C", "C", "C", "C", "C", "C", "C", "C", "C", "C", "C", "C", "C", "C", "C", "C", "C", "C", "C", "C", "C", "C", "C", "C", "C", "C", "C", "C", "C", "C", "C", "C", "C", "C", "C", "C", "C", "C", "C", "C", "C", "C", "C", "C", "C", "C", "C", "C", "C", "C", "C", "C", "C", "C", "C", "C", "H", "H", "H", "H", "H", "H", "H", "H", "H", "H", "H", "H", "H", "H", "H", "H", "H", "H", "H", "H", "H", "H", "H", "H", "H", "H", "H", "H", "H", "H", "H", "H", "H", "H", "H", "H", "H", "H", "H", "H", "H", "H", "H", "H", "H", "H", "H", "H", "H", "H", "H", "H", "H", "H", "H", "H", "H", "H", "H", "H", "H", "H", "H", "H", "H", "H", "H", "H", "H", "H", "H", "H", "H", "H", "H", "H", "H", "H", "H", "H", "H", "H", "H", "H", "H", "H", "H", "H", "H", "H", "H", "H", "H", "H", "H", "H", "H", "H", "H", "H", "H", "H"], "coordinates": [[-4.80800, -0.49107, -4.75610], [-2.43232, 4.42512, 4.36636], [-4.90320, -1.92242, 1.46452], [0.27052, -7.87869, 1.91582], [2.29663, 3.18562, 1.56773], [6.08700, -3.00017, -2.45787], [-0.71932, -2.92442, 4.18134], [-9.96782, -1.71099, -0.08873], [5.32567, 0.53356, 7.08608], [-1.06142, 1.85820, -6.24687], [1.05041, -1.06835, 1.11598], [1.06275, 7.28603, -1.68013], [-2.69299, 4.59067, -0.31641], [-0.72166, -3.34968, -3.30946], [4.07974, -1.45454, -4.86539], [-0.52332, 2.39030, 8.03129], [-6.81779, 2.23025, -0.41741], [5.10592, 3.56725, -2.59929], [4.72064, -3.51414, 2.36703], [-0.74085, -4.98642, 5.39548], [3.91534, -1.56322, 0.06252], [-4.42688, -3.21503, 1.42629], [4.46806, 1.70256, 5.20365], [0.84631, 6.11931, -2.31443], [-0.19235, 1.50479, 7.24966], [5.39259, -5.46511, 1.16127], [4.26977, 6.73595, 1.55271], [3.72204, -0.78736, 4.09310], [-0.05950, -5.95352, 6.11752], [-1.56048, 1.20485, -1.18277], [-8.50049, -2.99950, -1.47312], [1.87827, 5.22136, -2.65843], [3.71493, 4.75568, 0.45057], [1.27325, -5.79733, 6.33321], [4.80343, -5.45506, 3.68385], [3.05004, 4.31354, 1.59943], [-2.07200, 6.87758, 0.28360], [1.04030, -4.25552, 0.04790], [-2.33957, 3.10120, 4.19261], [1.97506, 0.19508, -7.43554], [-0.90868, 4.76200, 1.18924], [5.50417, -0.72734, -2.02343], [0.49455, -6.67881, 1.25816], [0.23805, -0.31621, 0.36880], [-3.35363, 0.90200, 4.02697], [-1.92041, -0.07978, -0.79230], [4.27597, 6.01411, 0.44048], [1.95554, -4.71438, 5.89037], [-0.72119, 4.61960, -3.41114], [6.05866, 3.61200, -3.36460], [-1.90787, 5.35210, 0.29296], [4.49826, -2.50430, -0.77352], [-3.16382, -3.48748, 1.94389], [-5.23232, -4.23486, 0.90060], [-2.91781, -2.88061, -4.23987], [1.20441, -4.39557, 1.43244], [2.30605, -2.46679, -3.64935], [-2.56362, -4.16886, -2.12819], [3.08834, -1.26349, -4.15993], [-0.64592, -0.47042, -6.70767], [-0.08494, -3.81889, 4.96255], [-0.91197, 0.14342, 7.24020], [0.38864, -6.57237, -0.14384], [4.70490, 0.47792, 5.87080], [-0.47260, 5.80504, -2.73033], [-4.76570, 1.79652, 0.75634], [1.60667, 4.00339, -3.26543], [-4.17459, 3.56670, -4.84956], [-4.05127, 2.85621, -3.65376], [-1.92520, -3.43643, -3.27991], [0.24112, -1.45381, -7.24404], [-8.87815, -1.82869, -0.86981], [-4.79285, -5.55625, 1.11192], [-0.99055, 1.16437, 3.58369], [4.35189, -0.74112, 5.31303], [-8.06058, -0.69794, -1.00445], [-2.13630, 0.36453, 3.69044], [0.91885, -5.61886, 2.06774], [4.91403, -4.74585, 2.39803], [-1.14100, 2.55571, 3.72871], [0.56660, 0.96948, -0.03442], [-3.47303, 2.29271, 4.25788], [-3.49688, -5.82790, 1.64225], [-4.64637, 0.84037, -4.82302], [6.84268, 4.89357, -3.56743], [-2.65566, -4.75617, 1.97872], [-4.27852, 1.48971, -3.65558], [-1.01553, -0.76851, 0.01190], [4.81104, 0.22385, -1.27903], [0.28638, 3.69877, -3.64648], [-4.52751, 2.89094, -5.98461], [-4.79582, 1.50889, -6.01480], [-5.97385, 4.07217, 0.95485], [2.48580, 0.13060, -4.05407], [6.65018, 2.41237, -4.03469], [3.65660, 6.37378, 2.74059], [-7.33302, -3.10923, -2.22685], [3.06364, 5.11863, 2.73850], [-5.94466, 2.68347, 0.29177], [1.52020, -1.12424, -7.61781], [3.82202, 1.65247, 3.96240], [-6.83138, -0.77843, -1.71447], [1.05796, 1.64019, 6.40514], [-6.48532, -1.97630, -2.36743], [0.64408, -5.33316, -0.74795], [5.37811, -2.08552, -1.76030], [1.30670, -3.66557, 5.17577], [-0.31300, 1.74428, -0.81981], [3.41214, 0.40535, 3.46125], [4.05979, -0.22460, -0.18706], [1.05900, 1.18114, -7.05220], [-0.24280, 0.84828, -6.69970], [1.72288, -6.63208, 6.85034], [3.80829, 4.14122, -0.43268], [1.59342, -3.52904, 1.94643], [-1.85381, 7.20931, 1.29871], [2.94696, -3.15111, -3.09344], [1.34522, -3.35353, -0.46185], [-6.32740, 0.17073, -1.82174], [4.54902, -5.79314, 0.55392], [-4.39694, 2.77287, 4.54466], [-2.90543, -1.79068, -4.24048], [-4.75738, 0.86007, 0.19858], [2.17149, -1.88605, -8.02013], [-2.61381, -3.48189, -1.28341], [-2.65138, -3.27619, -5.21999], [0.98648, -5.70169, 3.14243], [-3.90876, -3.20315, -3.92035], [-2.05013, -0.68928, 3.47034], [-1.66239, 0.15542, 6.44974], [3.55964, 2.61270, 3.54344], [-3.82454, 2.19713, 0.37973], [-9.18141, -3.83214, -1.37589], [-0.20123, -0.66958, 7.09192], [5.98929, -4.81121, 0.52529], [1.86880, 1.10573, 6.90010], [-4.49827, 3.34881, -6.96231], [1.46733, 0.26190, -4.41955], [7.62524, 4.96537, -2.81208], [-0.26546, 3.16675, 3.56607], [0.17632, -7.47988, -0.68950], [2.78011, 0.46564, 2.58758], [2.97022, 0.52214, -7.69841], [3.10361, 0.88756, -4.53721], [-3.63207, 3.39758, -2.81854], [-0.69373, 3.71536, 0.97376], [-6.44152, 4.08520, 1.93934], [5.02650, 1.28190, -1.30185], [6.19161, 5.73665, -3.33631], [-1.24888, -1.78767, 0.28256], [-3.03465, 7.28944, -0.01935], [-7.11674, -4.03904, -2.73190], [-2.89898, -0.48750, -0.99864], [6.98268, 2.67080, -5.04005], [-3.15795, -6.84563, 1.76773], [-2.50951, -2.67022, 2.20915], [3.88260, -5.12245, 4.16295], [4.56424, -1.67010, 5.82125], [-6.52492, 4.77171, 0.32632], [0.56602, -5.26903, -1.82322], [6.20325, -0.39583, -2.77694], [-3.81958, 4.58663, -4.85998], [-8.37427, 0.23834, -0.56697], [4.85481, 7.64377, 1.55351], [6.03820, -6.31643, 1.37704], [-1.71669, 4.41390, -3.77591], [1.39829, 2.20635, -7.03684], [-1.24266, 6.55344, -2.61505], [5.69892, -5.16472, 4.23332], [2.92130, 5.48160, -2.55476], [3.01189, -4.62230, 6.09548], [3.34848, -1.89633, 0.91933], [1.84879, -2.84497, 4.72950], [3.79013, 6.96047, 3.63745], [2.41269, 3.28458, -3.27136], [7.26643, 4.90204, -4.57166], [-4.99670, 1.02731, -6.96038], [-4.21016, 0.28107, 4.24421], [-0.04600, 0.72201, 3.30344], [1.51939, -2.23884, -2.93012], [-3.58598, -4.49095, -2.32600], [3.41381, -1.73807, 3.68376], [-1.46548, 4.82780, 2.12398], [4.36344, -3.57482, -0.72630], [-4.72258, 1.56645, 1.82091], [-0.13373, -2.45788, -7.37723], [-1.66476, -4.98123, 2.34461], [0.00024, 2.74236, -1.08835], [-1.28322, 7.22636, -0.38295], [-1.63259, -0.77157, -6.38799], [-0.50513, -6.87102, 6.47251], [-2.28581, 1.82528, -1.68811], [-5.63872, -2.03914, -3.03507], [-1.96981, -5.03263, -1.82921], [3.67069, 0.55338, 0.45305], [4.78388, 6.24488, -0.48428], [1.55477, 1.36960, 0.13828], [4.81235, -6.54268, 3.61241], [-6.18117, -4.11612, 0.39861], [4.70306, 2.65681, 5.65151], [0.11223, 2.70310, -4.02691], [0.96424, 1.19939, 5.41267], [1.79415, -2.98071, -4.46295], [0.01964, 5.31924, 1.31497], [-4.91751, 4.32224, 1.05343], [5.89324, 1.63070, -4.09901], [2.55348, 4.72862, 3.60684], [-4.28633, 0.94554, -2.72273], [1.39673, 2.67547, 6.36582], [-1.79661, -5.11116, 5.20518], [-5.48200, -6.35688, 0.88727], [-1.36475, 0.03578, 8.22585], [7.53298, 2.14616, -3.45340], [2.47328, 0.33900, -2.98425]], "forces_ev_per_a": [[-0.2181, -0.3777, -0.1672], [-0.0656, 0.2173, 0.1707], [0.5775, -1.0173, -0.2564], [0.0106, 0.9240, -0.9893], [0.4657, 0.0852, 0.2057], [-0.2672, 0.3177, 0.0743], [-0.1642, -0.0253, 0.2731], [-0.1382, -0.4320, -0.3432], [-0.3861, -0.2605, -0.5784], [0.3976, -0.9317, -0.4089], [0.1898, -0.1032, 0.1933], [0.2576, -0.2038, -0.1080], [1.5181, 1.7513, 0.9126], [0.1807, 0.3760, -0.7760], [-0.8567, 0.3542, 1.2730], [0.1794, -0.9921, -1.1510], [0.4372, 0.6712, -0.0516], [0.4948, -0.0575, -0.7902], [0.0601, -2.4620, 0.0560], [-0.5202, 0.8537, 0.0100], [-0.5480, -0.6412, 0.1520], [-0.6413, -0.1284, -0.2674], [-0.1785, -1.3071, -0.0332], [-0.9125, -1.6937, -1.4679], [0.1172, 0.2707, 1.1746], [0.4402, 0.0373, -0.2494], [0.9029, 3.1510, 2.1054], [-0.6177, 0.6827, -0.3039], [-0.8295, 0.3557, -0.6967], [0.1758, 0.6212, 0.2034], [-0.5580, -1.0006, -0.0800], [-0.0821, 1.1340, 0.3009], [-0.9837, -1.2698, 0.3006], [0.4046, -1.3915, 0.8244], [-0.2643, -0.6474, 0.3182], [0.4105, 1.5375, -0.7935], [0.5579, -0.8552, 0.3045], [0.2774, -0.5604, -0.1709], [-0.0279, -1.5420, -1.4785], [-1.2997, 0.1206, -0.4434], [0.6143, -0.0786, 0.5314], [0.6251, 0.3980, -0.4617], [0.4751, 0.1481, 0.3419], [-1.4105, 1.6341, -1.0034], [-0.3338, 1.4920, 0.7290], [1.1162, 0.8336, 0.7321], [0.1634, -2.4125, -1.9531], [0.3057, 2.2719, -0.8891], [0.0549, -0.0102, -0.0878], [0.0310, 0.4928, 1.0665], [-2.9497, -1.0500, -2.0062], [0.8013, -0.3387, -0.6547], [0.0256, 1.4218, -0.5182], [0.7403, -0.5696, 0.8606], [0.1404, 0.2218, -0.2679], [-0.2148, -0.4753, -0.7606], [-0.1367, 0.3288, 1.0932], [-0.2052, -0.4644, 0.3293], [0.0334, -0.4608, -2.6085], [0.3878, -0.6635, -0.7117], [1.6680, -1.1895, 0.1351], [0.4417, 0.9398, 0.3371], [0.1350, -0.0535, 1.3618], [0.1799, 1.2324, -0.3984], [1.3218, 0.5862, 0.1528], [0.0124, -0.2009, -1.5711], [-1.2875, 0.2754, 0.5208], [0.6142, -0.2701, 0.7167], [0.2894, 0.0812, -0.8119], [-0.2772, -0.6829, 1.4310], [-1.1330, 1.0358, 0.5688], [1.7372, 1.7297, -0.0050], [1.3748, 0.5048, 0.4129], [-1.5124, 0.8629, -0.3804], [0.6050, -0.0835, 0.8452], [0.5977, -0.6619, -0.2809], [0.9167, -0.3026, -0.2209], [-0.2255, 0.5450, -1.0380], [0.2810, 2.8633, -1.0748], [0.6949, -0.7064, 0.7710], [0.5442, 0.4421, -0.6627], [0.6115, -0.0826, 0.4581], [-1.1081, 0.7480, -0.5736], [0.0542, 0.4470, 0.1385], [-0.6221, 0.0061, 0.2540], [-0.9001, -1.7142, 0.0418], [-0.4667, 0.2912, 0.5582], [-0.2649, -1.8124, -0.1378], [0.4819, -1.0929, 1.1900], [1.2768, -0.2412, 0.6026], [-0.1628, -0.8747, -1.2789], [0.4683, 0.8162, 0.3986], [0.2639, -0.5446, -0.9763], [0.4960, -0.0339, 0.8564], [-0.6674, 0.0734, -0.3406], [0.4617, -1.3315, -0.6702], [0.3359, 1.6207, 0.1858], [-0.8956, -0.6131, 0.3919], [-0.1690, -0.8708, 1.6772], [0.6579, 0.5589, 0.2847], [0.0895, -0.7606, 1.5003], [-1.8070, -0.5790, -0.0551], [0.0063, 0.1406, 0.0513], [-0.9809, -0.4122, 0.4987], [-0.0139, -0.7761, 0.8945], [-0.8000, 0.8129, 0.3496], [-1.0830, -1.4198, 0.3978], [-0.2773, -1.4850, 0.6880], [-0.2056, 1.2698, -0.5123], [0.3510, 1.0168, -0.6003], [0.6297, -0.2122, -0.1441], [0.2998, 0.1864, 0.5066], [0.6319, 0.2337, 0.1244], [-0.2708, -0.1967, -0.0542], [-0.0883, -0.0928, 0.4430], [0.1415, 0.2784, -0.0515], [0.3163, -0.1186, -0.4625], [-0.1545, 0.2989, 0.1632], [0.4185, -0.1740, -0.0643], [-0.1689, -0.1683, 0.1288], [-0.2120, -0.1957, 0.0501], [0.1974, -0.0280, -0.1674], [-0.6894, -0.3136, 0.2003], [0.1279, 0.0059, 0.0376], [0.0485, 0.0730, 0.1918], [-0.2579, 0.2215, -0.2141], [0.0772, -0.2609, 0.0570], [0.0516, 0.0753, -0.4509], [-0.0110, -0.1557, 0.2151], [-0.0330, -0.1734, 0.0157], [-0.0485, -0.3145, -0.4674], [0.2025, 0.7111, 0.6139], [0.0491, -0.2859, -0.0134], [-0.0313, 0.0030, -0.2436], [-0.1865, 0.2934, 0.1422], [-0.0226, -0.2798, 0.1587], [-0.1640, 0.4500, 0.0533], [-0.0723, -0.5830, -0.0261], [0.2755, -0.3098, -0.1067], [-0.0235, 0.2934, 0.1312], [-0.1945, 0.0826, -0.2145], [0.0929, -0.4667, -0.3049], [0.1208, -0.2634, 0.0180], [0.1866, -0.2526, -0.0533], [-0.3264, -0.2248, 0.5035], [-0.2000, 0.1465, -0.0748], [0.0211, -0.4275, 0.0229], [-0.0885, 0.0840, -0.7193], [-0.0256, 0.0802, -0.4313], [-0.1543, -0.2204, 0.2538], [0.0186, -0.5405, -0.1730], [0.0865, -0.0267, -0.0143], [0.0021, -0.1293, -0.1108], [0.0544, -0.0524, 0.0126], [-0.0212, -0.0782, -0.0284], [-0.1733, 0.2454, 0.2383], [0.2900, -0.0048, 0.2525], [0.1448, 0.0479, 0.2548], [0.1817, 0.0511, -0.0197], [0.0362, 0.2810, -0.0423], [0.0268, -0.1184, -0.2063], [-0.3382, 0.1914, -0.2412], [0.1108, 0.0569, 0.0784], [-0.1306, 0.3748, 0.0012], [-0.2891, -0.1878, 0.2232], [-0.0769, -0.0120, 0.1085], [-0.1814, 0.1588, 0.1937], [-0.1480, -0.0632, 0.1881], [-0.1370, 0.1021, 0.3756], [0.0609, 0.1389, 0.5969], [0.0906, 0.0274, -0.0464], [-0.0407, -0.0668, -0.0484], [-0.0345, 0.1247, 0.1974], [-0.3014, 0.0215, -0.0177], [0.0494, -0.1068, -0.5664], [0.0470, 0.3869, 0.1674], [-0.1188, -0.1935, 0.1340], [-0.1085, -0.1268, -0.4008], [0.1033, 0.1007, -0.0773], [-0.0968, 0.4835, -0.1148], [0.0556, -0.0086, -0.0323], [0.1279, -0.0062, -0.1608], [0.2672, -0.1725, 0.4956], [-0.1878, -0.0432, 0.5839], [-0.0623, 0.4112, -0.0712], [0.0447, -0.0994, 0.1262], [0.1158, 0.2776, -0.0179], [-0.1619, 0.0260, -0.1690], [0.0592, 0.3636, 0.0923], [-0.1041, 0.1488, 0.0303], [-0.4667, 0.1392, -0.1190], [0.1246, 0.0837, -0.2627], [0.1548, 0.1035, 0.1643], [0.0705, 0.1425, 0.0700], [-0.2599, -0.2369, 0.2806], [0.1569, 0.6192, 0.1472], [0.0489, 0.0164, 0.3264], [-0.0811, 0.0338, -0.1552], [-0.0818, 0.5829, 0.2107], [0.2235, -0.0892, 0.1674], [-0.3814, 0.0864, -0.3025], [-0.0579, 0.0936, 0.0488], [0.2999, 0.0600, -0.1793], [-0.0487, 0.1831, -0.0798], [-0.1356, 0.5509, 0.0841], [0.3257, -0.2478, 0.1958], [-0.0917, 0.0607, 0.2420], [0.2970, -0.2446, 0.0120], [-0.2705, 0.0360, -0.1677], [-0.1102, 0.1265, -0.1798], [0.1396, -0.1560, -0.2105], [-0.2372, -0.0511, -0.1907], [-0.0280, -0.3434, 0.0106], [-0.1858, 0.2842, 0.2375]], "mulliken_charge": [-0.229, -0.432, -0.284, -0.417, 0.703, -0.396, 0.162, -0.330, -0.379, -0.200, -0.016, -0.418, -0.486, -0.473, -0.689, -0.629, -0.554, -0.192, -0.359, -0.533, 0.511, 0.202, -0.673, -0.042, 0.685, -1.140, -0.321, -0.135, -0.658, 0.030, -0.437, -0.712, -0.288, -0.707, -0.847, -0.067, -1.406, -0.244, -0.135, -0.385, -0.590, -0.096, 0.458, 0.411, -0.424, -0.649, -0.721, -0.318, 0.311, 0.831, 0.750, -0.971, 0.413, -0.441, -0.708, 1.712, -0.803, -0.625, 1.003, -0.283, -0.274, -0.708, -1.051, 0.133, -0.607, 0.315, -0.723, -1.094, -0.716, 0.612, -0.454, 0.257, -0.759, 0.461, -0.730, -0.675, -0.506, -1.320, 0.755, -0.925, 0.109, -0.568, -0.949, 0.254, -1.416, -0.155, 0.491, -0.225, -0.757, -0.806, -0.371, -0.806, -0.991, -0.591, -0.894, -1.033, -0.689, -0.220, 0.669, -0.596, -0.801, -0.344, -0.427, 0.103, -0.833, -0.429, -0.162, -0.675, 0.163, -0.073, -0.340, 0.188, 0.370, 0.488, 0.134, 0.421, 0.221, 0.440, 0.440, 0.191, 0.531, -0.229, -0.352, 0.397, -0.058, 0.415, 0.035, 0.317, -0.036, -0.023, 0.348, -0.117, 0.422, 0.232, 0.297, 0.437, 0.360, 0.083, 0.326, 1.007, 0.486, 0.487, 0.424, 0.373, 0.748, 0.042, 0.369, 0.338, 0.326, 0.022, 0.303, 0.448, 0.658, 0.509, 0.524, 0.109, -0.212, 0.565, 0.356, 0.645, 0.250, 0.567, 0.498, 0.359, 0.461, 0.370, 0.429, 0.606, 0.437, 0.544, 0.507, 0.250, 0.596, 0.432, 0.660, 0.398, 0.465, 0.515, 0.521, 0.013, 0.506, 0.404, 0.204, 0.910, 0.306, 0.394, 0.392, 0.739, 0.262, 0.486, 0.413, -0.209, 0.288, 0.237, 0.333, 0.416, -0.117, 0.389, 0.549, 0.474, 0.713, -0.240, 0.397, 0.360, 0.009, -0.073, 0.472, 0.417, 0.285, 0.517, 0.423, 0.396, 0.312, -0.011]}